# 1
102
Properties=species:S:1:pos:R:3 method="wB97M-V/def2-TZVPD" charge=+3 total_energy_ev=-104910.36250 molar_mass_g_mol=1085.949 spin_multiplicity=1 relative_energy_kcal_mol=18.45
Pt 0.065 -0.529 0.535
O -2.456 -1.573 2.266
S -1.744 -1.823 1.035
C -1.279 -3.505 0.902
C -1.941 -4.480 1.621
C -1.613 -5.807 1.351
C -0.665 -6.113 0.383
C -0.004 -5.106 -0.321
C -0.315 -3.779 -0.063
P 0.528 -2.377 -0.839
C 2.228 -2.899 -0.927
C 2.804 -3.576 0.158
C 4.117 -3.994 0.078
C 4.862 -3.732 -1.071
C 4.296 -3.058 -2.143
C 2.976 -2.636 -2.077
C -0.043 -2.087 -2.500
C -0.281 -3.153 -3.370
C -0.565 -2.889 -4.699
C -0.586 -1.577 -5.162
C -0.346 -0.520 -4.295
C -0.082 -0.776 -2.958
C -2.783 -1.607 -0.414
C -3.574 -2.627 -0.904
C -4.366 -2.365 -2.022
C -4.367 -1.109 -2.609
C -3.589 -0.078 -2.084
C -2.786 -0.334 -0.986
P -1.878 0.889 -0.045
C -1.522 2.382 -0.933
C -1.714 3.606 -0.274
C -1.486 4.792 -0.950
C -1.054 4.770 -2.270
C -0.866 3.559 -2.930
C -1.098 2.368 -2.271
C -2.910 1.247 1.382
C -4.278 0.978 1.236
C -5.166 1.328 2.239
C -4.705 1.928 3.400
C -3.349 2.187 3.557
C -2.451 1.856 2.558
H -2.678 -4.215 2.368
H -2.097 -6.600 1.904
H -0.418 -7.148 0.184
H 0.769 -5.366 -1.033
H 2.226 -3.778 1.052
H 4.564 -4.532 0.903
H 5.890 -4.066 -1.130
H 4.876 -2.872 -3.037
H 2.532 -2.120 -2.919
H -0.240 -4.178 -3.022
H -0.757 -3.707 -5.380
H -0.788 -1.382 -6.206
H -0.355 0.495 -4.670
H 0.091 0.027 -2.249
H -3.568 -3.611 -0.455
H -4.977 -3.156 -2.435
H -4.987 -0.920 -3.475
H -3.624 0.912 -2.521
H -2.068 3.631 0.746
H -1.660 5.735 -0.450
H -0.873 5.699 -2.796
H -0.545 3.554 -3.963
H -0.982 1.434 -2.801
H -4.669 0.507 0.345
H -6.221 1.127 2.109
H -5.401 2.194 4.185
H -2.987 2.659 4.461
H -1.405 2.070 2.696
O 0.160 -1.819 3.105
C 1.187 -1.055 3.696
C 2.334 -0.920 2.744
C 3.618 -0.869 3.268
C 4.699 -0.629 2.442
C 4.468 -0.445 1.089
C 3.177 -0.530 0.626
N 2.118 -0.775 1.425
H -0.609 -1.811 3.690
H 1.548 -1.524 4.612
H 0.827 -0.051 3.950
H 3.754 -1.011 4.332
H 5.701 -0.580 2.848
H 5.271 -0.233 0.397
H 2.968 -0.374 -0.419
O 0.258 1.371 1.593
C 0.983 1.891 0.663
O 1.232 1.184 -0.344
C 1.496 3.260 0.815
C 1.401 3.917 2.037
C 1.808 5.232 2.109
C 2.291 5.924 1.013
C 2.351 5.239 -0.187
C 1.981 3.917 -0.312
N 2.780 5.964 -1.407
O 2.627 5.379 -2.462
O 3.261 7.058 -1.255
N 1.692 5.933 3.412
O 1.222 5.291 4.328
O 2.077 7.073 3.454
H 1.022 3.431 2.925
H 2.596 6.960 1.090
H 2.037 3.426 -1.272

***

# 2
9
Properties=species:S:1:pos:R:3 method="wB97M-V/def2-TZVPD" total_energy_ev=-12474.54715 molar_mass_g_mol=72.047 spin_multiplicity=1 relative_energy_kcal_mol=94.34
C -1.207 -0.617 0.670
C -0.139 0.170 0.112
C -1.609 -0.047 -0.478
P 2.273 -0.401 0.103
H -1.660 -0.886 1.619
H -0.199 1.078 0.450
H -2.259 0.114 -1.314
H 2.758 0.884 0.134
H 2.042 -0.297 -1.295

***

# 3
190
Properties=species:S:1:pos:R:3 method="wB97M-V/def2-TZVPD" total_energy_ev=-164371.08986 molar_mass_g_mol=1305.186 spin_multiplicity=1
C 1.424 17.750 13.389
O 2.550 17.393 14.171
P 3.279 18.485 15.101
O 3.267 19.928 14.711
O 2.749 18.171 16.604
C 2.742 19.294 17.511
O 4.823 17.912 15.186
C 5.479 17.957 13.897
H 0.687 16.954 13.495
H 1.727 17.608 12.352
H 1.073 18.778 13.475
H 1.749 19.711 17.678
H 3.297 20.124 17.073
H 3.024 19.196 18.559
H 5.310 16.960 13.490
H 6.561 17.872 13.994
H 5.216 18.768 13.217
C -3.588 18.132 14.107
O -4.195 17.497 13.074
P -4.830 15.979 13.394
O -3.752 15.061 13.845
O -5.364 15.522 11.888
C -6.032 14.317 11.683
O -6.158 16.181 14.327
C -7.215 17.059 13.883
H -2.523 17.909 14.048
H -3.864 17.876 15.130
H -3.644 19.183 13.821
H -6.558 14.234 10.732
H -6.838 14.248 12.414
H -5.545 13.352 11.824
H -8.170 16.685 14.254
H -7.295 17.091 12.797
H -6.954 18.033 14.296
C 1.319 14.579 16.324
O 0.885 14.940 17.660
P 1.663 14.319 18.930
O 1.073 14.643 20.313
O 3.171 14.875 18.725
C 3.516 16.176 19.147
O 2.080 12.779 18.525
C 1.036 11.827 18.394
H 1.678 15.501 15.866
H 0.505 14.110 15.770
H 2.163 13.892 16.265
H 4.008 16.181 20.120
H 2.566 16.645 19.403
H 4.063 16.783 18.426
H 0.088 12.246 18.056
H 1.054 11.173 19.266
H 1.233 11.088 17.618
C 0.385 8.792 12.313
O 0.009 9.899 13.036
P -0.295 9.740 14.612
O -0.795 11.018 15.227
O -1.418 8.610 14.622
C -2.050 8.157 15.847
O 1.045 9.062 15.210
C 2.255 9.853 15.175
H 0.824 7.933 12.820
H 1.096 9.175 11.581
H -0.466 8.451 11.722
H -1.879 8.812 16.701
H -1.620 7.188 16.103
H -3.104 8.044 15.593
H 2.736 9.881 16.153
H 2.060 10.863 14.813
H 3.007 9.390 14.535
C -2.152 9.796 19.801
O -2.089 10.535 18.565
P -3.416 11.371 18.159
O -4.538 10.398 17.844
O -3.612 12.346 19.510
C -4.994 12.739 19.732
O -2.998 12.508 17.023
C -3.428 12.413 15.623
H -3.140 9.641 20.236
H -1.527 10.343 20.507
H -1.814 8.765 19.695
H -5.178 13.811 19.660
H -5.314 12.373 20.708
H -5.721 12.171 19.152
H -4.338 12.921 15.304
H -3.619 11.354 15.448
H -2.621 12.713 14.956
C -2.520 10.340 10.674
O -3.846 10.899 10.398
P -5.128 10.016 10.888
O -5.199 9.769 12.310
O -6.427 10.778 10.192
C -7.709 10.666 10.755
O -4.964 8.692 9.951
C -5.814 7.567 10.239
H -1.817 10.791 9.974
H -2.483 9.281 10.417
H -2.020 10.684 11.579
H -7.881 9.652 11.115
H -8.361 10.904 9.915
H -7.629 11.421 11.537
H -6.434 7.628 11.134
H -5.010 6.862 10.453
H -6.342 7.360 9.309
C 4.918 8.705 10.985
N 4.543 10.022 11.535
C 3.415 10.574 11.164
C 3.209 11.876 11.824
O 2.754 10.222 10.169
H 6.003 8.697 11.088
H 4.710 8.691 9.916
H 4.458 7.840 11.464
H 5.003 10.440 12.331
H 4.173 12.261 12.158
H 2.664 11.901 12.768
H 2.634 12.654 11.322
C -4.656 13.070 8.238
N -5.256 11.811 7.835
C -4.896 10.907 6.944
C -5.712 9.662 6.774
O -3.945 11.066 6.210
H -3.629 12.968 7.886
H -4.653 13.119 9.327
H -5.039 13.969 7.756
H -5.884 11.389 8.504
H -6.672 9.700 7.288
H -5.160 8.748 6.993
H -6.201 9.653 5.800
C 2.228 13.312 8.415
N 2.405 14.492 9.363
C 3.260 15.480 9.040
C 3.533 16.530 10.127
O 3.894 15.567 7.999
H 2.187 13.630 7.374
H 1.317 12.761 8.650
H 3.052 12.630 8.622
H 1.523 14.738 9.789
H 2.894 17.395 9.955
H 4.552 16.852 9.913
H 3.379 16.098 11.116
C -0.669 13.711 12.553
N -1.693 14.496 11.911
C -1.481 15.124 10.783
C -2.546 16.051 10.061
O -0.458 14.871 10.145
H -0.560 12.695 12.173
H -0.916 13.735 13.615
H 0.342 14.117 12.586
H -2.408 14.775 12.568
H -2.846 15.341 9.292
H -2.070 16.817 9.448
H -3.393 16.320 10.693
C 2.903 23.128 10.359
C 2.988 22.027 11.420
C 1.578 21.744 11.948
C 0.598 20.954 11.027
C -0.748 20.868 11.597
C -1.913 20.365 10.605
H 3.811 22.954 9.783
H 2.869 24.179 10.647
H 2.166 22.932 9.581
H 3.176 21.012 11.070
H 3.693 22.159 12.240
H 1.113 22.660 12.312
H 1.723 21.021 12.750
H 0.502 21.218 9.973
H 0.995 19.944 10.927
H -0.792 20.485 12.616
H -0.924 21.936 11.728
H -2.886 20.261 11.087
H -2.109 21.008 9.748
H -1.652 19.438 10.094
C 1.894 19.469 7.506
C 1.944 18.366 6.432
C 0.685 17.423 6.683
C 0.702 16.194 5.854
C -0.285 15.140 6.191
C -1.731 15.609 6.010
H 2.394 19.115 8.408
H 0.916 19.806 7.851
H 2.599 20.275 7.303
H 1.979 18.919 5.494
H 2.834 17.737 6.467
H -0.119 18.082 6.355
H 0.637 17.155 7.739
H 0.652 16.424 4.789
H 1.712 15.785 5.895
H -0.038 14.394 5.436
H -0.032 14.910 7.226
H -2.561 14.903 6.045
H -2.044 16.471 6.598
H -1.842 16.132 5.061